Below is a 3-piece molecular cluster, C4H13NO3 overall, with properties calculated with ωB97M-V/def2-TZVPD.

Energy above the lowest of the compared OMol25 structures with the same formula, charge and spin ... 14.80 kcal/mol
HOMO energy ... -0.3512 Ha
Gap between HOMO and LUMO ... 10.037 eV
SMILES string ... CCC(=O)NC.O.O
Net charge ... 0

Each atom is followed by the atoms it is bonded to, with distances in Å.
Positions of all 21 atoms, in Å:
1 C -1.937 -0.228 -1.836  C2 1.536, H7 1.089, H8 1.088, H9 1.088
2 C -1.561 -0.413 -0.359  C1 1.536, C3 1.508, H10 1.096, H11 1.093
3 C -0.202 -0.997 -0.059  C2 1.508, O4 1.223, N5 1.362
4 O 0.319 -1.800 -0.821  C3 1.223
5 N 0.342 -0.696 1.152  C3 1.362, C6 1.449, H12 1.010
6 C 1.636 -1.196 1.570  N5 1.449, H13 1.090, H14 1.092, H15 1.087
7 H -2.119 0.795 -2.164  C1 1.089
8 H -1.174 -0.651 -2.487  C1 1.088
9 H -2.873 -0.772 -1.938  C1 1.088
10 H -2.202 -1.209 0.036  C2 1.096
11 H -1.794 0.437 0.288  C2 1.093
12 H 0.055 0.179 1.566  N5 1.010
13 H 1.556 -1.511 2.610  C6 1.090
14 H 2.423 -0.444 1.491  C6 1.092
15 H 1.858 -2.074 0.970  C6 1.087
16 O 1.468 1.179 -0.661  H17 0.972, H18 0.968
17 H 2.205 0.555 -0.774  O16 0.972
18 H 1.099 1.251 -1.554  O16 0.968
19 O -0.086 2.632 1.064  H20 0.962, H21 0.973
20 H 0.715 3.090 1.335  O19 0.962
21 H 0.271 1.874 0.570  O19 0.973

Here are the Löwdin charges for atoms 1 to 6, given in e: -0.08 -0.16 -0.55 0.03 -0.01 -0.07


Below is a 10-piece molecular cluster, C55H84BrClN2O31P overall, with properties calculated with ωB97M-V/def2-TZVPD.

HOMO energy ... -0.3950 Ha
Gap between HOMO and LUMO ... 8.590 eV
Net charge ... +1

Each atom is followed by the atoms it is bonded to, with distances in Å.
Positions of all 175 atoms, in Å:
1 C 1.928 0.212 5.798  C2 1.353, H38 1.086, H39 1.089
2 C 0.787 -0.341 5.326  C1 1.353, C3 1.520, H40 1.085
3 C 0.439 -0.329 3.845  C2 1.520, P4 1.931, O7 1.419, C36 1.571
4 P 1.471 1.187 3.243  C3 1.931, O5 1.660, O6 1.645
5 O 0.871 1.577 1.745  P4 1.660, H41 0.964
6 O 0.924 2.478 4.103  P4 1.645, H42 0.965
7 O 0.924 -1.569 3.353  C3 1.419, C8 1.419
8 C 0.302 -2.230 2.263  O7 1.419, C9 1.579, C15 1.544, C19 1.604
9 C 0.921 -1.614 0.948  C8 1.579, C10 1.549, H43 1.104, H44 1.085
10 C 2.381 -1.140 1.156  C9 1.549, C11 1.564, H45 1.086, H46 1.087
11 C 3.430 -1.836 0.228  C10 1.564, C12 1.554, H47 1.093, H48 1.092
12 C 4.035 -0.908 -0.863  C11 1.554, C13 1.532, H49 1.092, H50 1.095
13 C 3.068 -0.126 -1.757  C12 1.532, C14 1.531, H51 1.094, H52 1.093
14 C 2.285 -1.053 -2.691  C13 1.531, H53 1.089, H54 1.088, H55 1.091
15 C 0.897 -3.654 2.311  C8 1.544, O16 1.417, H56 1.094, H57 1.094
16 O 2.279 -3.586 2.620  C15 1.417, C17 1.428
17 C 2.857 -4.891 2.596  O16 1.428, C18 1.533, H58 1.094, H59 1.090
18 C 2.808 -5.480 4.010  C17 1.533, H60 1.087, H61 1.091, H62 1.093
19 C -1.299 -2.315 2.314  C8 1.604, C20 1.576, C28 1.533, N32 1.521
20 C -1.676 -2.781 0.857  C19 1.576, C21 1.534, H63 1.086, H64 1.089
21 C -2.967 -3.585 0.661  C20 1.534, C22 1.376, C26 1.383
22 C -3.020 -4.896 1.073  C21 1.376, C23 1.353, H65 1.085
23 C -4.096 -5.699 0.903  C22 1.353, C24 1.367, H66 1.082
24 C -5.219 -5.225 0.285  C23 1.367, C25 1.358, H67 1.081
25 C -5.189 -3.949 -0.178  C24 1.358, C26 1.372, H68 1.084
26 C -4.095 -3.140 -0.005  C21 1.383, C25 1.372, C27 1.519
27 C -4.229 -1.759 -0.624  C26 1.519, H69 1.086, H70 1.080, H71 1.094
28 C -1.808 -3.334 3.340  C19 1.533, Br29 1.981, C30 1.555, H72 1.080
29 Br -0.922 -3.267 5.110  C28 1.981
30 C -3.335 -3.455 3.604  C28 1.555, C31 1.535, H73 1.088, H74 1.091
31 C -3.923 -3.037 4.958  C30 1.535, H75 1.096, H76 1.089, H77 1.084
32 N -1.736 -0.869 2.491  C19 1.521, C33 1.487, C36 1.508, H78 1.027
33 C -3.191 -0.576 2.409  N32 1.487, C34 1.542, H79 1.087, H80 1.086
34 C -3.507 0.891 2.056  C33 1.542, N35 1.458, H81 1.094, H82 1.091
35 N -3.179 1.286 0.692  C34 1.458, H83 1.006, H84 1.011
36 C -1.080 -0.041 3.567  C3 1.571, N32 1.508, Cl37 1.782, H85 1.089
37 Cl -2.033 0.125 5.064  C36 1.782
38 H 1.948 0.882 6.653  C1 1.086
39 H 2.858 -0.054 5.299  C1 1.089
40 H 0.185 -0.883 6.048  C2 1.085
41 H 0.148 0.994 1.488  O5 0.964
42 H 1.656 2.719 4.684  O6 0.965
43 H 0.340 -0.820 0.447  C9 1.104
44 H 0.985 -2.401 0.203  C9 1.085
45 H 2.757 -1.292 2.163  C10 1.086
46 H 2.512 -0.083 0.936  C10 1.087
47 H 4.288 -2.086 0.857  C11 1.093
48 H 3.065 -2.785 -0.171  C11 1.092
49 H 4.723 -0.239 -0.342  C12 1.092
50 H 4.636 -1.546 -1.519  C12 1.095
51 H 2.393 0.528 -1.195  C13 1.094
52 H 3.693 0.545 -2.353  C13 1.093
53 H 2.959 -1.398 -3.474  C14 1.089
54 H 1.461 -0.476 -3.104  C14 1.088
55 H 1.858 -1.912 -2.170  C14 1.091
56 H 0.799 -4.177 1.355  C15 1.094
57 H 0.459 -4.286 3.089  C15 1.094
58 H 2.352 -5.574 1.907  C17 1.094
59 H 3.890 -4.783 2.267  C17 1.090
60 H 3.242 -4.768 4.708  C18 1.087
61 H 3.310 -6.448 4.030  C18 1.091
62 H 1.767 -5.659 4.290  C18 1.093
63 H -0.934 -3.472 0.468  C20 1.086
64 H -1.704 -1.927 0.181  C20 1.089
65 H -2.156 -5.334 1.562  C22 1.085
66 H -4.045 -6.718 1.263  C23 1.082
67 H -6.059 -5.896 0.162  C24 1.081
68 H -6.069 -3.587 -0.695  C25 1.084
69 H -4.892 -1.855 -1.480  C27 1.086
70 H -3.286 -1.326 -0.920  C27 1.080
71 H -4.762 -1.126 0.092  C27 1.094
72 H -1.487 -4.298 2.971  C28 1.080
73 H -3.964 -3.006 2.838  C30 1.088
74 H -3.590 -4.513 3.524  C30 1.091
75 H -5.009 -2.989 4.811  C31 1.096
76 H -3.628 -2.051 5.315  C31 1.089
77 H -3.796 -3.778 5.739  C31 1.084
78 H -1.396 -0.441 1.621  N32 1.027
79 H -3.739 -0.816 3.316  C33 1.087
80 H -3.684 -1.178 1.650  C33 1.086
81 H -3.065 1.568 2.792  C34 1.094
82 H -4.585 1.002 2.186  C34 1.091
83 H -3.984 1.331 0.090  N35 1.006
84 H -2.430 0.757 0.266  N35 1.011
85 H -1.126 0.976 3.180  C36 1.089
86 C -0.030 0.658 -6.549  C87 1.510, O91 1.434, H92 1.086, H93 1.091
87 C -1.521 0.427 -6.469  C86 1.510, O88 1.435, H94 1.091, H95 1.087
88 O -1.676 -0.103 -5.145  C87 1.435, C89 1.351
89 C -0.624 0.315 -4.408  O88 1.351, O90 1.197, O91 1.344
90 O -0.529 0.187 -3.222  C89 1.197
91 O 0.314 0.894 -5.177  C86 1.434, C89 1.344
92 H 0.236 1.511 -7.167  C86 1.086
93 H 0.513 -0.220 -6.901  C86 1.091
94 H -2.094 1.353 -6.547  C87 1.091
95 H -1.882 -0.276 -7.214  C87 1.087
96 C 1.808 4.058 -0.401  C97 1.506, O101 1.433, H102 1.087, H103 1.092
97 C 0.478 4.763 -0.414  C96 1.506, O98 1.435, H104 1.092, H105 1.082
98 O 0.771 5.959 -1.150  C97 1.435, C99 1.353
99 C 1.851 5.713 -1.927  O98 1.353, O100 1.190, O101 1.357
100 O 2.252 6.441 -2.779  C99 1.190
101 O 2.422 4.524 -1.609  C96 1.433, C99 1.357
102 H 1.708 2.975 -0.408  C96 1.087
103 H 2.430 4.352 0.447  C96 1.092
104 H -0.290 4.197 -0.948  C97 1.092
105 H 0.116 4.993 0.580  C97 1.082
106 C 0.045 7.645 4.067  C107 1.511, O111 1.431, H112 1.087, H113 1.091
107 C 1.152 7.325 3.089  C106 1.511, O108 1.433, H114 1.091, H115 1.087
108 O 0.714 6.082 2.529  C107 1.433, C109 1.358
109 C -0.634 6.013 2.674  O108 1.358, O110 1.191, O111 1.351
110 O -1.327 5.188 2.164  C109 1.191
111 O -1.087 7.005 3.471  C106 1.431, C109 1.351
112 H -0.128 8.712 4.177  C106 1.087
113 H 0.217 7.210 5.053  C106 1.091
114 H 1.232 8.063 2.289  C107 1.091
115 H 2.122 7.215 3.567  C107 1.087
116 C -6.648 -2.647 9.519  C117 1.511, O121 1.434, H122 1.087, H123 1.092
117 C -6.212 -2.199 8.145  C116 1.511, O118 1.427, H124 1.088, H125 1.088
118 O -5.614 -3.379 7.607  C117 1.427, C119 1.357
119 C -6.139 -4.448 8.256  O118 1.357, O120 1.188, O121 1.357
120 O -5.975 -5.578 7.929  C119 1.188
121 O -6.875 -4.049 9.324  C116 1.434, C119 1.357
122 H -7.554 -2.152 9.860  C116 1.087
123 H -5.869 -2.516 10.272  C116 1.092
124 H -7.045 -1.913 7.506  C117 1.088
125 H -5.495 -1.382 8.176  C117 1.088
126 C -0.420 -9.836 2.010  C127 1.511, O131 1.433, H132 1.087, H133 1.091
127 C -1.784 -9.197 1.885  C126 1.511, O128 1.434, H134 1.091, H135 1.087
128 O -1.458 -7.811 1.718  C127 1.434, C129 1.357
129 C -0.196 -7.740 1.223  O128 1.357, O130 1.192, O131 1.348
130 O 0.310 -6.741 0.818  C129 1.192
131 O 0.407 -8.945 1.252  C126 1.433, C129 1.348
132 H -0.383 -10.842 1.600  C126 1.087
133 H -0.060 -9.859 3.040  C126 1.091
134 H -2.328 -9.540 1.003  C127 1.091
135 H -2.405 -9.347 2.764  C127 1.087
136 C -7.266 -1.076 2.266  C137 1.511, O141 1.430, H142 1.087, H143 1.095
137 C -7.994 -2.276 2.826  C136 1.511, O138 1.430, H144 1.091, H145 1.088
138 O -7.667 -2.210 4.216  C137 1.430, C139 1.355
139 C -7.352 -0.926 4.513  O138 1.355, O140 1.188, O141 1.359
140 O -7.195 -0.512 5.615  C139 1.188
141 O -7.235 -0.182 3.381  C136 1.430, C139 1.359
142 H -7.780 -0.624 1.421  C136 1.087
143 H -6.238 -1.312 1.972  C136 1.095
144 H -9.077 -2.199 2.714  C137 1.091
145 H -7.659 -3.216 2.393  C137 1.088
146 C 4.626 6.414 -5.783  C147 1.499, O151 1.434, H152 1.087, H153 1.091
147 C 5.058 5.183 -5.045  C146 1.499, O148 1.434, H154 1.092, H155 1.087
148 O 5.005 4.173 -6.062  C147 1.434, C149 1.353
149 C 5.130 4.792 -7.258  O148 1.353, O150 1.192, O151 1.358
150 O 5.295 4.229 -8.295  C149 1.192
151 O 5.044 6.142 -7.128  C146 1.434, C149 1.358
152 H 5.099 7.317 -5.407  C146 1.087
153 H 3.543 6.550 -5.773  C146 1.091
154 H 6.081 5.254 -4.672  C147 1.092
155 H 4.395 4.939 -4.218  C147 1.087
156 C 4.797 5.213 -11.296  C157 1.508, O161 1.431, H162 1.086, H163 1.091
157 C 3.392 5.655 -10.969  C156 1.508, O158 1.430, H164 1.092, H165 1.087
158 O 3.234 6.814 -11.792  C157 1.430, C159 1.360
159 C 4.102 6.708 -12.833  O158 1.360, O160 1.186, O161 1.358
160 O 4.105 7.421 -13.781  C159 1.186
161 O 4.965 5.677 -12.639  C156 1.431, C159 1.358
162 H 4.924 4.135 -11.242  C156 1.086
163 H 5.543 5.689 -10.659  C156 1.091
164 H 2.642 4.915 -11.255  C157 1.092
165 H 3.263 5.903 -9.919  C157 1.087
166 C 9.735 6.404 -8.751  C167 1.511, O171 1.431, H172 1.087, H173 1.091
167 C 8.426 5.951 -8.145  C166 1.511, O168 1.431, H174 1.092, H175 1.088
168 O 8.814 5.572 -6.821  C167 1.431, C169 1.359
169 C 9.956 6.242 -6.513  O168 1.359, O170 1.187, O171 1.356
170 O 10.442 6.277 -5.431  C169 1.187
171 O 10.461 6.864 -7.607  C166 1.431, C169 1.356
172 H 9.611 7.203 -9.477  C166 1.087
173 H 10.288 5.585 -9.213  C166 1.091
174 H 7.691 6.756 -8.078  C167 1.092
175 H 7.981 5.109 -8.671  C167 1.088

Here are the Löwdin charges for atoms 1 to 6, given in e: -0.01 -0.21 -0.51 0.96 -0.26 -0.25